[1]
{
  "formula": "C38H49Br2F18N3O19P",
  "method": "ωB97M-V/def2-TZVPD",
  "elements": ["C", "C", "C", "C", "C", "O", "N", "O", "N", "N", "C", "O", "C", "O", "C", "C", "O", "C", "C", "Br", "C", "C", "Br", "C", "P", "O", "O", "H", "H", "H", "H", "H", "H", "H", "H", "H", "H", "H", "H", "H", "H", "H", "H", "H", "H", "H", "C", "C", "O", "C", "O", "C", "F", "F", "F", "H", "H", "H", "H", "H", "C", "C", "O", "C", "O", "C", "F", "F", "F", "H", "H", "H", "H", "H", "C", "C", "O", "C", "O", "C", "F", "F", "F", "H", "H", "H", "H", "H", "C", "C", "O", "C", "O", "C", "F", "F", "F", "H", "H", "H", "H", "H", "C", "C", "O", "C", "O", "C", "F", "F", "F", "H", "H", "H", "H", "H", "C", "C", "O", "C", "O", "C", "F", "F", "F", "H", "H", "H", "H", "H"],
  "xyz": [[4.070, -0.105, 2.710], [3.813, 0.697, 1.848], [3.744, 1.599, 0.721], [3.798, 1.120, -0.659], [3.898, -0.404, -0.846], [2.665, -0.920, -0.293], [2.710, -2.338, -0.271], [2.514, -2.653, 0.835], [3.734, 1.889, -1.700], [3.622, 3.172, -1.490], [3.590, 3.994, -2.779], [3.973, 3.242, -3.867], [5.389, 3.248, -4.107], [6.168, 3.529, -2.974], [7.089, 2.486, -2.629], [8.448, 3.196, -2.281], [9.433, 2.271, -1.835], [3.532, 3.834, -0.336], [3.351, 5.362, -0.231], [1.733, 5.827, 0.813], [4.657, 6.136, 0.272], [4.494, 6.911, 1.602], [6.259, 4.961, 0.273], [3.611, 3.021, 0.871], [3.576, 3.683, 2.628], [5.143, 3.545, 3.165], [2.595, 2.700, 3.526], [4.393, -0.871, 3.408], [4.754, -0.835, -0.289], [3.916, -0.665, -1.922], [4.115, 4.956, -2.664], [2.512, 4.230, -2.927], [5.583, 4.066, -4.841], [5.636, 2.303, -4.622], [6.764, 1.979, -1.692], [7.322, 1.785, -3.450], [8.753, 3.736, -3.201], [8.304, 3.984, -1.509], [9.354, 2.281, -0.872], [3.123, 5.826, -1.207], [4.906, 6.904, -0.487], [3.923, 7.850, 1.492], [4.062, 6.328, 2.430], [5.521, 7.194, 1.925], [5.641, 2.922, 2.608], [1.843, 3.218, 3.864], [-2.276, 2.089, 8.643], [-1.874, 3.504, 8.287], [-0.901, 3.506, 7.221], [-1.385, 3.429, 5.987], [-2.541, 3.358, 5.697], [-0.239, 3.489, 4.973], [0.816, 2.725, 5.334], [0.235, 4.740, 4.826], [-0.608, 3.080, 3.757], [-1.396, 1.491, 8.885], [-2.951, 2.087, 9.499], [-2.776, 1.601, 7.805], [-1.395, 3.980, 9.142], [-2.738, 4.114, 8.023], [3.337, 3.739, 7.570], [4.212, 4.178, 8.724], [3.466, 5.000, 9.637], [2.737, 4.351, 10.545], [2.664, 3.162, 10.645], [2.037, 5.350, 11.471], [1.509, 6.381, 10.794], [2.896, 5.864, 12.363], [1.045, 4.783, 12.159], [2.888, 4.605, 7.079], [3.919, 3.180, 6.836], [2.518, 3.108, 7.918], [5.034, 4.791, 8.358], [4.652, 3.324, 9.241], [-3.079, 1.094, 2.116], [-4.166, 0.056, 1.931], [-4.930, -0.094, 3.137], [-5.919, 0.785, 3.315], [-6.200, 1.664, 2.557], [-6.671, 0.475, 4.613], [-5.837, 0.185, 5.624], [-7.484, -0.582, 4.459], [-7.426, 1.499, 5.010], [-2.456, 0.846, 2.977], [-2.449, 1.154, 1.228], [-3.507, 2.080, 2.305], [-3.720, -0.916, 1.725], [-4.813, 0.299, 1.088], [-0.503, -2.446, -1.454], [0.069, -3.407, -2.475], [-0.944, -4.307, -2.949], [-1.711, -3.849, -3.939], [-1.613, -2.768, -4.439], [-2.711, -4.925, -4.374], [-3.271, -5.556, -3.329], [-2.119, -5.870, -5.123], [-3.709, -4.426, -5.103], [-0.984, -2.992, -0.641], [0.281, -1.814, -1.039], [-1.263, -1.804, -1.902], [0.839, -4.024, -2.013], [0.537, -2.878, -3.306], [-5.382, -5.227, -7.533], [-6.632, -4.396, -7.723], [-6.648, -3.786, -9.025], [-7.110, -4.544, -10.020], [-7.501, -5.667, -9.905], [-7.108, -3.750, -11.330], [-5.980, -3.040, -11.491], [-8.129, -2.877, -11.368], [-7.228, -4.541, -12.396], [-4.490, -4.625, -7.720], [-5.334, -5.624, -6.521], [-5.356, -6.063, -8.234], [-6.648, -3.579, -7.001], [-7.535, -4.985, -7.560], [-3.859, -8.581, -4.350], [-3.286, -9.538, -5.373], [-4.298, -10.443, -5.846], [-5.070, -9.987, -6.832], [-4.979, -8.905, -7.331], [-6.066, -11.068, -7.264], [-6.615, -11.698, -6.215], [-5.465, -12.006, -8.015], [-7.066, -10.565, -7.987], [-4.336, -9.131, -3.536], [-3.077, -7.949, -3.938], [-4.624, -7.943, -4.796], [-2.512, -10.152, -4.914], [-2.824, -9.006, -6.205]],
  "lowdin_charge": [0.214, -0.086, -0.098, -0.131, -0.103, -0.154, 0.005, 0.107, 0.222, 0.006, -0.125, -0.055, -0.191, -0.148, -0.170, -0.239, -0.051, -0.239, -0.607, 0.787, -0.660, -0.196, 0.812, -0.178, 0.865, -0.269, -0.263, 0.082, 0.137, 0.139, 0.143, 0.168, 0.152, 0.146, 0.116, 0.134, 0.133, 0.072, 0.089, 0.073, 0.096, 0.084, 0.019, 0.082, 0.042, 0.009, -0.052, -0.185, 0.031, -0.395, 0.183, -0.515, 0.135, 0.162, 0.167, 0.085, 0.089, 0.078, 0.126, 0.128, -0.063, -0.197, 0.032, -0.390, 0.173, -0.539, 0.160, 0.170, 0.169, 0.082, 0.080, 0.076, 0.127, 0.127, -0.065, -0.202, 0.030, -0.387, 0.177, -0.538, 0.159, 0.167, 0.173, 0.077, 0.079, 0.081, 0.123, 0.127, -0.058, -0.203, 0.035, -0.385, 0.177, -0.528, 0.158, 0.162, 0.164, 0.089, 0.048, 0.082, 0.120, 0.127, -0.063, -0.193, 0.030, -0.391, 0.178, -0.537, 0.159, 0.162, 0.171, 0.083, 0.067, 0.078, 0.125, 0.127, -0.060, -0.194, 0.034, -0.387, 0.167, -0.538, 0.163, 0.165, 0.173, 0.089, 0.061, 0.077, 0.127, 0.125],
  "largest_force_ev_per_a": 3.320,
  "energy_ha": -10357.80243,
  "lumo_ev": -5.00,
  "total_charge": 1
}

---

[2]
{
  "formula": "C49H46N3Si",
  "method": "ωB97M-V/def2-TZVPD",
  "elements": ["C", "C", "C", "C", "Si", "C", "C", "C", "C", "C", "C", "C", "C", "C", "C", "C", "C", "C", "C", "C", "C", "N", "C", "C", "C", "C", "C", "C", "C", "C", "C", "C", "H", "H", "H", "H", "H", "H", "H", "H", "H", "H", "H", "H", "H", "H", "H", "H", "H", "H", "H", "H", "H", "H", "H", "H", "H", "H", "H", "H", "H", "C", "N", "C", "C", "C", "C", "C", "N", "C", "C", "C", "C", "C", "C", "C", "C", "C", "C", "C", "C", "C", "H", "H", "H", "H", "H", "H", "H", "H", "H", "H", "H", "H", "H", "H", "H", "H", "H"],
  "xyz": [[3.738, 2.496, 0.286], [3.564, 1.551, -0.727], [2.438, 1.614, -1.555], [1.459, 2.604, -1.352], [-0.108, 2.628, -2.360], [-0.683, 4.388, -2.552], [-0.591, 5.011, -3.805], [-0.995, 6.341, -3.963], [-1.506, 7.057, -2.875], [-1.602, 6.441, -1.622], [-1.187, 5.112, -1.459], [0.283, 1.856, -4.010], [1.544, 2.087, -4.584], [1.921, 1.432, -5.762], [1.037, 0.543, -6.382], [-0.238, 0.346, -5.842], [-0.626, 1.017, -4.675], [-1.527, 1.596, -1.645], [-2.951, 2.170, -1.795], [-3.503, 2.381, -0.388], [-2.585, 1.632, 0.587], [-1.385, 1.248, -0.205], [-0.388, 0.487, 0.238], [-0.289, -0.290, 1.514], [0.594, 0.606, 2.437], [0.151, 1.595, 3.321], [1.080, 2.231, 4.177], [2.430, 1.877, 4.115], [2.875, 0.908, 3.212], [1.949, 0.269, 2.394], [1.681, 3.588, -0.378], [2.793, 3.506, 0.466], [4.609, 2.439, 0.942], [4.302, 0.762, -0.881], [2.330, 0.888, -2.368], [-0.204, 4.447, -4.659], [-0.909, 6.816, -4.942], [-1.828, 8.093, -3.001], [-1.996, 6.985, -0.763], [-1.251, 4.651, -0.467], [2.248, 2.769, -4.099], [2.910, 1.617, -6.184], [1.338, 0.011, -7.287], [-0.942, -0.332, -6.327], [-1.633, 0.872, -4.277], [-1.432, 0.651, -2.196], [-2.961, 3.065, -2.411], [-3.530, 1.418, -2.338], [-3.547, 3.446, -0.128], [-4.512, 1.990, -0.309], [-2.300, 2.249, 1.456], [-3.060, 0.704, 0.950], [0.563, 0.543, -0.321], [-1.308, -0.357, 1.936], [-0.924, 1.862, 3.336], [0.717, 2.971, 4.902], [3.144, 2.323, 4.806], [3.929, 0.638, 3.147], [2.305, -0.506, 1.687], [0.988, 4.428, -0.286], [2.920, 4.241, 1.263], [-2.028, -2.088, 6.238], [-1.686, -2.442, 4.867], [-0.951, -1.704, 3.995], [-0.839, -2.377, 2.761], [-0.174, -2.006, 1.556], [0.475, -3.107, 0.864], [1.002, -4.339, 1.369], [1.670, -5.004, 0.386], [2.266, -6.322, 0.566], [1.631, -4.259, -0.802], [0.914, -3.073, -0.527], [0.659, -2.170, -1.551], [1.103, -2.501, -2.841], [1.764, -3.712, -3.119], [2.049, -4.621, -2.078], [-1.576, -3.624, 2.942], [-2.073, -3.645, 4.259], [-2.791, -4.705, 4.809], [-3.040, -5.817, 3.979], [-2.567, -5.819, 2.653], [-1.862, -4.716, 2.136], [-2.724, -2.843, 6.652], [-1.126, -2.057, 6.871], [-2.515, -1.098, 6.280], [-0.557, -0.728, 4.261], [0.768, -1.064, 1.274], [0.977, -4.775, 2.369], [2.660, -6.695, -0.388], [3.088, -6.289, 1.304], [1.500, -7.025, 0.943], [0.116, -1.252, -1.334], [0.925, -1.809, -3.663], [2.056, -3.967, -4.140], [2.548, -5.573, -2.238], [-3.117, -4.693, 5.856], [-3.584, -6.687, 4.366], [-2.756, -6.693, 2.028], [-1.543, -4.711, 1.103]],
  "lowdin_charge": [-0.085, -0.068, -0.107, -0.258, 0.745, -0.257, -0.071, -0.065, -0.071, -0.072, -0.119, -0.260, -0.104, -0.064, -0.072, -0.076, -0.087, -0.247, -0.141, -0.134, -0.081, -0.011, 0.042, -0.199, -0.200, -0.039, -0.056, -0.069, -0.062, -0.038, -0.070, -0.067, 0.110, 0.113, 0.105, 0.102, 0.110, 0.110, 0.107, 0.100, 0.113, 0.110, 0.110, 0.109, 0.098, 0.108, 0.106, 0.121, 0.114, 0.117, 0.125, 0.141, 0.124, 0.129, 0.116, 0.114, 0.112, 0.116, 0.135, 0.091, 0.112, -0.013, -0.103, 0.008, -0.147, -0.085, -0.149, -0.009, -0.106, -0.012, -0.163, -0.133, -0.024, -0.086, -0.077, -0.002, -0.126, -0.163, -0.011, -0.080, -0.077, -0.035, 0.083, 0.097, 0.094, 0.119, 0.172, 0.145, 0.081, 0.098, 0.099, 0.078, 0.088, 0.104, 0.103, 0.103, 0.106, 0.102, 0.108],
  "largest_force_ev_per_a": 3.853,
  "energy_ha": -2348.18320,
  "lumo_ev": -3.50,
  "total_charge": 1
}